<A>
Here is 2 unconnected molecules or ions with the total composition C9H20N2OS from OMol25. Energies are from wB97M-V/def2-TZVPD.

Calculated values
Orbital gap in eV: 8.82
Molecular weight in g mol⁻¹: 204.3
HOMO energy in eV: -8.127
SMILES string: CCCCCCCCOC#N.NS

Last column: natural (NBO) charge in e.
Atoms and positions in Å:
C: -4.125 0.127 0.097  0.58
C: 3.358 -1.977 0.518  -0.61
C: 3.630 -0.521 0.160  -0.42
C: 2.629 0.090 -1.003  -0.38
C: 1.131 0.326 -0.648  -0.44
C: 0.954 1.444 0.336  -0.39
C: -0.527 1.316 0.869  -0.41
C: -1.503 1.637 -0.248  -0.43
C: -2.906 2.109 0.169  -0.05
N: -4.534 -0.759 -0.488  -0.46
N: -2.259 -2.669 -0.778  -1.00
O: -3.777 1.175 0.733  -0.47
S: -1.655 -2.254 0.783  0.12
H: 3.143 -2.650 -0.358  0.20
H: 2.262 -2.019 1.146  0.19
H: 4.243 -2.382 1.060  0.21
H: 4.487 -0.527 -0.493  0.20
H: 3.768 0.019 1.135  0.20
H: 3.175 1.074 -1.150  0.21
H: 2.718 -0.762 -1.711  0.21
H: 0.637 -0.546 -0.313  0.21
H: 0.848 0.492 -1.633  0.21
H: 1.651 1.279 1.160  0.20
H: 1.145 2.414 -0.114  0.20
H: -0.680 2.154 1.633  0.19
H: -0.500 0.305 1.405  0.23
H: -1.689 0.798 -0.938  0.22
H: -1.207 2.466 -0.826  0.22
H: -2.711 2.807 0.908  0.20
H: -3.346 2.446 -0.829  0.18
H: -2.741 -1.498 1.128  0.09
H: -3.222 -2.204 -0.843  0.41
H: -2.395 -3.708 -0.867  0.37

<B>
Here is 2 unconnected molecules or ions with the total composition C9H20N2OS from OMol25. Energies are from wB97M-V/def2-TZVPD.

Calculated values
Orbital gap in eV: 7.75
Molecular weight in g mol⁻¹: 204.3
HOMO energy in eV: -7.608

Last column: natural (NBO) charge in e.
Atoms and positions in Å:
C: 1.528 -0.213 2.467  -0.61
C: 2.316 -1.360 1.992  -0.39
C: 1.671 -2.269 0.808  -0.38
H: 0.735 -2.468 1.190  0.22
C: 1.924 -1.451 -0.440  -0.26
N: 0.723 -0.740 -0.567  -0.59
C: -0.408 -1.113 -1.153  0.40
N: -1.276 -0.172 -1.665  -0.64
H: -2.038 -0.600 -2.162  0.41
C: -1.684 1.130 -0.905  0.06
C: -2.987 1.382 -1.619  -0.54
H: -2.723 1.654 -2.679  0.23
H: -3.199 2.690 -1.033  0.15
H: -3.822 0.766 -1.434  0.23
C: -1.773 0.918 0.527  -0.68
H: -2.175 1.747 1.197  0.24
H: -2.691 0.264 0.880  0.23
H: -0.979 0.495 1.167  0.26
C: -0.635 2.133 -1.344  -0.08
O: 0.432 1.937 -0.225  -0.77
H: 1.240 2.725 -0.527  0.48
H: -1.078 2.936 -0.999  0.19
H: -0.289 1.900 -2.255  0.21
S: -0.663 -2.726 -1.980  -0.40
H: 0.890 0.136 -0.569  0.40
H: 1.678 -2.411 -1.252  0.24
H: 2.771 -0.959 -0.477  0.20
H: 2.293 -3.331 0.752  0.20
H: 3.415 -1.212 1.876  0.20
H: 2.461 -2.057 3.000  0.17
H: 2.074 0.213 3.194  0.21
H: 1.710 0.559 1.572  0.18
H: 0.557 -0.505 2.667  0.21

The energy of each structure relative to the most stable one, in eV, is as follows: <A> 0.000; <B> 3.694.

<A>
Here is a single C3H3Br2N molecule from OMol25. Energies are from wB97M-V/def2-TZVPD.

Calculated values
Orbital gap in eV: 9.34
Molecular weight in g mol⁻¹: 212.9
HOMO energy in eV: -9.204
SMILES string: Br/C=C/N=C/Br

Last column: natural (NBO) charge in e.
Atoms and positions in Å:
C: -0.623 0.620 0.494  -0.06
C: 0.435 0.147 1.146  -0.31
C: -0.063 -0.469 -1.365  0.04
N: -0.604 0.549 -0.871  -0.42
Br: 0.565 0.231 3.031  0.05
Br: 0.194 -0.570 -3.224  0.06
H: -1.475 1.090 0.955  0.22
H: 1.334 -0.216 0.680  0.22
H: 0.236 -1.382 -0.845  0.19

<B>
Here is a molecular structure, C3H3Br2N from OMol25. Energies are from wB97M-V/def2-TZVPD.

Calculated values
Orbital gap (alpha / beta) in eV: 4.67 / 4.67
Molecular weight in g mol⁻¹: 212.9
HOMO energy (alpha / beta) in eV: -7.942 / -7.942

Last column: natural (NBO) charge in e.
Atoms and positions in Å:
C: 0.643 -0.523 -3.170  -0.05
C: -0.901 0.187 0.798  -0.77
C: 0.577 -0.007 0.773  0.05
N: 0.373 -0.477 -2.072  -0.87
Br: 1.581 -1.524 0.732  0.44
Br: 1.544 1.607 0.780  0.31
H: -1.367 -0.694 1.009  0.26
H: -1.244 0.331 -0.241  0.37
H: -1.206 1.101 1.390  0.27

The energy of each structure relative to the most stable one, in eV, is as follows: <A> 0.000; <B> 3.817.

<A>
Here is 6 unconnected molecules or ions with the total composition H13NO5 from OMol25. Energies are from wB97M-V/def2-TZVPD.

Calculated values
Orbital gap in eV: 9.97
Molecular weight in g mol⁻¹: 107.1
HOMO energy in eV: -9.582
SMILES string: N.O.O.O.O.O

Last column: natural (NBO) charge in e.
Atoms and positions in Å:
N: -1.070 2.637 -0.565  -1.06
H: -1.500 2.563 0.287  0.35
H: -1.644 2.714 -1.331  0.35
H: -0.569 1.739 -0.661  0.37
H: -1.872 -0.537 1.212  0.50
H: -2.131 -0.196 2.683  0.46
O: -1.598 -0.717 2.165  -0.98
H: 1.396 -1.475 -0.705  0.48
H: 2.244 -2.415 -1.104  0.45
O: 2.136 -1.570 -1.293  -0.94
H: 2.444 2.072 -1.279  0.48
H: 2.435 1.011 -0.116  0.47
O: 1.913 1.742 -0.511  -0.95
H: 0.523 -1.500 1.698  0.50
H: 1.953 -1.011 1.554  0.48
O: 1.284 -1.520 1.178  -0.96
H: -1.224 -1.342 -1.252  0.49
H: -2.701 -1.029 -1.285  0.48
O: -2.018 -1.164 -0.674  -0.95

<B>
Here is 6 unconnected molecules or ions with the total composition H13NO5 from OMol25. Energies are from wB97M-V/def2-TZVPD.

Calculated values
Orbital gap in eV: 11.28
Molecular weight in g mol⁻¹: 107.1
HOMO energy in eV: -10.635
SMILES string: N.O.O.O.O.O

Last column: natural (NBO) charge in e.
Atoms and positions in Å:
N: -0.388 0.929 -1.325  -1.11
H: 0.248 0.282 -1.775  0.39
H: -0.996 1.306 -2.042  0.36
H: 0.170 1.701 -1.008  0.37
H: 0.719 -2.691 -2.657  0.49
H: 1.795 -1.709 -3.195  0.47
O: 1.231 -1.891 -2.443  -0.96
H: -1.586 0.656 1.540  0.47
H: -0.464 0.133 0.829  0.50
O: -0.885 0.019 1.674  -0.96
H: -1.768 -1.385 -1.687  0.48
H: -2.903 -2.373 -1.884  0.47
O: -1.954 -2.264 -2.083  -0.95
H: 0.880 3.060 1.701  0.46
H: 1.650 2.007 2.370  0.49
O: 1.314 2.217 1.479  -0.95
H: 0.608 0.054 2.838  0.50
H: 0.941 -0.168 4.233  0.46
O: 1.387 0.117 3.436  -0.98

The energy of each structure relative to the most stable one, in eV, is as follows: <A> 1.095; <B> 0.000.

<A>
Here is 13 unconnected molecules or ions with the total composition C6H39NO13 from OMol25. Energies are from wB97M-V/def2-TZVPD.

Calculated values
Orbital gap in eV: 9.64
Molecular weight in g mol⁻¹: 333.4
HOMO energy in eV: -9.776

Last column: natural (NBO) charge in e.
Atoms and positions in Å:
C: -2.977 -0.119 0.223  -0.07
O: -2.804 -1.367 0.856  -0.79
C: -2.209 -0.135 -1.125  -0.07
C: -1.916 1.289 -1.619  -0.42
C: -0.608 1.832 -1.036  -0.41
C: 0.623 1.201 -1.690  -0.43
C: 0.979 1.866 -3.000  -0.63
N: -2.929 -0.878 -2.174  -0.87
H: -2.654 0.702 0.873  0.17
H: -4.061 -0.025 0.004  0.17
H: -1.984 -1.328 1.433  0.52
H: -1.294 -0.668 -0.952  0.19
H: -2.775 1.930 -1.404  0.20
H: -1.854 1.302 -2.721  0.20
H: -0.590 2.897 -1.194  0.20
H: -0.541 1.653 0.044  0.22
H: 1.480 1.273 -1.002  0.23
H: 0.470 0.104 -1.788  0.20
H: 1.805 1.382 -3.501  0.22
H: 1.272 2.896 -2.866  0.22
H: 0.153 1.870 -3.722  0.19
H: -3.792 -0.420 -2.461  0.37
H: -3.161 -1.813 -1.879  0.38
H: 0.307 -3.512 0.606  0.52
H: 0.726 -2.655 -0.588  0.51
O: 0.902 -2.773 0.365  -1.00
H: -2.168 -3.111 -0.109  0.49
H: -1.169 -3.501 -1.212  0.49
O: -1.554 -3.815 -0.354  -1.00
H: 1.800 1.521 1.796  0.51
H: 0.478 1.976 2.558  0.51
O: 1.016 1.187 2.248  -1.05
H: 0.584 -3.432 -2.774  0.49
H: -0.099 -2.041 -2.840  0.52
O: 0.130 -2.786 -2.241  -1.00
H: 0.143 -1.710 1.427  0.50
H: -0.021 -0.226 1.951  0.51
O: -0.394 -1.133 2.041  -1.03
H: -2.072 4.093 0.420  0.49
H: -2.270 5.316 1.308  0.49
O: -1.594 4.692 0.995  -0.94
H: 3.818 -1.008 0.533  0.51
H: 3.314 -0.577 -0.815  0.47
O: 3.929 -0.281 -0.142  -0.99
H: 1.041 -1.391 3.445  0.49
H: 1.804 -0.068 3.319  0.50
O: 1.894 -0.985 3.652  -0.99
H: 2.947 -1.716 2.404  0.51
H: 2.477 -2.519 1.193  0.50
O: 3.279 -2.181 1.614  -1.00
H: 3.412 2.711 0.329  0.47
H: 3.666 1.184 0.653  0.52
O: 3.304 2.040 1.008  -1.00
H: -1.509 -0.673 -3.449  0.51
H: -0.199 0.075 -3.622  0.48
O: -0.613 -0.775 -3.828  -0.98
H: 0.299 3.977 3.394  0.48
H: -0.809 3.887 2.286  0.51
O: -0.331 3.387 2.986  -0.98

<B>
Here is 13 unconnected molecules or ions with the total composition C6H39NO13 from OMol25. Energies are from wB97M-V/def2-TZVPD.

Calculated values
Orbital gap in eV: 8.91
Molecular weight in g mol⁻¹: 333.4
HOMO energy in eV: -8.773

Last column: natural (NBO) charge in e.
Atoms and positions in Å:
C: 1.817 -1.826 -1.643  -0.43
C: 3.386 -1.653 -1.830  -0.61
C: 0.906 -0.697 -2.255  -0.21
N: -0.409 -0.670 -1.521  -0.48
C: -0.377 -1.017 -0.082  -0.42
C: -1.122 0.662 -1.658  -0.28
C: -2.505 0.403 -2.350  -0.08
O: -3.604 0.607 -1.433  -0.75
H: 1.617 -2.081 -0.635  0.21
H: 1.663 -2.873 -2.061  0.20
H: 3.616 -0.694 -2.064  0.20
H: 3.771 -2.049 -0.915  0.22
H: 3.730 -2.202 -2.799  0.20
H: 0.795 -0.831 -3.314  0.21
H: 1.584 0.126 -1.964  0.15
H: 0.334 -0.340 0.522  0.15
H: -0.018 -2.035 -0.047  0.21
H: -1.410 -0.876 0.308  0.22
H: -0.605 1.465 -2.054  0.20
H: -1.305 1.101 -0.710  0.24
H: -2.667 1.156 -3.149  0.18
H: -2.581 -0.604 -2.800  0.18
H: -3.769 -0.177 -0.887  0.47
H: -1.126 0.263 2.941  0.52
H: -0.385 0.636 4.079  0.46
O: -0.167 0.407 3.250  -0.99
H: 1.188 -1.165 4.713  0.47
H: 1.723 -1.786 3.399  0.48
O: 2.059 -1.501 4.287  -0.95
H: 1.993 2.031 -1.063  0.49
H: 2.951 3.008 -0.575  0.50
O: 2.263 2.964 -1.227  -0.95
H: -1.523 2.233 1.379  0.51
H: -3.030 2.437 1.080  0.49
O: -2.368 1.977 1.649  -0.98
H: -1.860 -3.620 -2.095  0.48
H: -1.411 -2.313 -2.510  0.50
O: -2.315 -2.760 -2.269  -0.98
H: 0.686 2.131 0.945  0.49
H: 0.410 3.372 0.071  0.50
O: 0.036 2.547 0.381  -1.03
H: 1.237 1.125 2.651  0.51
H: 1.985 2.363 2.983  0.48
O: 1.922 1.696 2.277  -1.00
H: -3.263 -1.850 -0.828  0.51
H: -4.011 -2.135 0.450  0.48
O: -3.234 -1.847 0.125  -0.95
H: -2.859 0.564 2.203  0.50
H: -2.701 -0.878 1.371  0.50
O: -2.655 -0.373 2.291  -1.04
H: 1.280 4.223 -1.167  0.49
H: -0.103 4.603 -1.591  0.46
O: 0.536 4.837 -0.837  -0.97
H: 0.429 -4.368 2.205  0.48
H: -0.760 -3.197 2.181  0.50
O: 0.068 -3.673 1.665  -0.97
H: 3.564 1.350 0.966  0.50
H: 2.991 0.564 -0.061  0.46
O: 3.602 1.237 0.021  -0.95

The energy of each structure relative to the most stable one, in eV, is as follows: <A> 0.000; <B> 6.014.

<A>
Here is a single C4H9N5 molecule from OMol25. Energies are from wB97M-V/def2-TZVPD.

Calculated values
Orbital gap in eV: 8.43
Molecular weight in g mol⁻¹: 127.2
HOMO energy in eV: -7.726
SMILES string: [H]/N=C1/C[C@@H](/C=N/N)NN1

Last column: natural (NBO) charge in e.
Atoms and positions in Å:
C: -0.578 -0.032 0.922  0.03
C: 0.710 0.517 0.414  -0.15
C: 0.448 1.076 -0.952  -0.47
C: 0.661 -0.176 -1.587  0.41
H: -3.228 -0.662 1.768  0.33
H: -2.757 0.261 3.154  0.36
H: -1.364 -0.258 -0.093  0.14
H: 0.874 1.113 1.241  0.23
H: -0.707 1.323 -0.818  0.25
H: 1.073 1.882 -1.118  0.26
H: 0.545 -1.306 -3.065  0.31
H: 2.031 -1.551 -1.602  0.39
H: 2.273 -0.914 0.999  0.35
N: -2.468 0.256 2.208  -0.63
N: -1.091 0.304 2.116  -0.22
N: 0.322 -0.418 -2.800  -0.67
N: 1.433 -1.082 -0.883  -0.48
N: 1.824 -0.333 0.096  -0.45

<B>
Here is a single C4H9N5 molecule from OMol25. Energies are from wB97M-V/def2-TZVPD.

Calculated values
Orbital gap in eV: 9.77
Molecular weight in g mol⁻¹: 127.2
HOMO energy in eV: -9.033
SMILES string: CN(C)Cn1cnnn1

Last column: natural (NBO) charge in e.
Atoms and positions in Å:
C: 1.867 -1.145 1.760  0.15
C: -0.228 0.570 -1.676  -0.43
C: -0.041 0.290 0.748  -0.04
C: -2.084 0.809 -0.317  -0.43
N: 2.672 -1.981 1.201  -0.28
N: 0.962 -0.699 0.838  -0.22
N: 2.207 -2.141 -0.009  -0.07
N: 1.228 -1.396 -0.284  -0.05
N: -0.830 0.152 -0.458  -0.44
H: -0.200 -0.243 -2.435  0.22
H: -0.621 1.530 -2.050  0.18
H: 0.832 0.628 -1.441  0.21
H: -0.774 0.232 1.549  0.21
H: 2.076 -0.646 2.682  0.21
H: 0.379 1.356 0.743  0.17
H: -2.702 0.645 0.633  0.20
H: -1.970 1.858 -0.472  0.17
H: -2.772 0.182 -1.013  0.22

The energy of each structure relative to the most stable one, in eV, is as follows: <A> 3.818; <B> 0.000.

<A>
Here is a single C4H10N4O molecule from OMol25. Energies are from wB97M-V/def2-TZVPD.

Calculated values
Orbital gap in eV: 9.83
Molecular weight in g mol⁻¹: 130.2
HOMO energy in eV: -9.174
SMILES string: [H]/N=C(/C)N(O)/C(=N/[H])NC

Last column: natural (NBO) charge in e.
Atoms and positions in Å:
C: 1.768 1.906 -0.048  -0.41
C: 0.551 -0.044 -0.924  0.56
C: -0.895 -0.843 0.954  0.44
C: -0.173 -2.149 1.166  -0.67
H: 2.569 1.409 0.576  0.19
H: 0.871 2.151 0.556  0.24
H: 2.205 2.825 -0.509  0.21
H: 1.925 0.972 -1.985  0.39
H: 1.127 -1.098 -2.351  0.33
H: -1.669 1.099 -0.759  0.47
H: -0.565 -2.577 2.080  0.24
H: -0.441 -2.778 0.310  0.25
H: 0.923 -2.120 1.287  0.22
H: -2.464 0.262 1.328  0.35
N: 1.375 0.988 -1.103  -0.61
N: 0.416 -1.119 -1.635  -0.73
N: -0.285 0.193 0.181  -0.22
N: -2.036 -0.673 1.527  -0.69
O: -1.035 1.363 -0.027  -0.55

<B>
Here is 2 unconnected molecules or ions with the total composition C4H10N4O from OMol25. Energies are from wB97M-V/def2-TZVPD.

Calculated values
Orbital gap in eV: 8.45
Molecular weight in g mol⁻¹: 130.2
HOMO energy in eV: -8.236
SMILES string: C=NC(=C)NO.[H]/N=C\N

Last column: natural (NBO) charge in e.
Atoms and positions in Å:
C: 1.046 -0.238 1.141  -0.07
C: -1.224 1.089 0.432  -0.63
N: -2.331 -1.079 0.646  -0.30
C: -1.219 -0.274 0.785  0.36
C: 1.266 0.774 -0.735  0.27
N: 1.144 -0.141 -1.757  -0.85
O: -2.071 -2.437 0.298  -0.57
N: -0.082 -0.931 1.060  -0.57
N: 2.104 1.726 -0.614  -0.72
H: -1.143 -2.533 0.594  0.49
H: -3.053 -0.731 0.030  0.37
H: 0.593 -0.966 -1.576  0.39
H: 1.911 -0.264 -2.403  0.38
H: 2.766 1.790 -1.393  0.33
H: 1.108 0.729 1.635  0.19
H: 1.967 -0.811 1.134  0.20
H: 0.058 1.014 -0.277  0.25
H: -0.764 1.801 1.111  0.24
H: -2.075 1.483 -0.112  0.23

<C>
Here is 2 unconnected molecules or ions with the total composition C4H10N4O from OMol25. Energies are from wB97M-V/def2-TZVPD.

Calculated values
Orbital gap in eV: 10.35
Molecular weight in g mol⁻¹: 130.2
HOMO energy in eV: -9.684
SMILES string: C[C@H](N)C#N.[H]/N=N/OC

Last column: natural (NBO) charge in e.
Atoms and positions in Å:
C: 1.352 -0.507 -0.403  -0.16
C: 1.472 -0.878 1.076  -0.61
N: 2.644 -0.085 -0.927  -0.79
C: 0.363 0.560 -0.605  0.30
N: 0.020 1.654 -0.799  -0.37
H: 1.035 -1.386 -0.975  0.22
H: 2.578 0.173 -1.906  0.37
H: 2.992 0.716 -0.412  0.36
H: 1.750 -0.002 1.662  0.21
H: 2.240 -1.640 1.186  0.23
H: 0.526 -1.269 1.446  0.24
C: -2.586 1.505 0.195  -0.30
O: -2.177 0.285 0.777  -0.36
N: -1.681 -0.550 -0.186  0.12
N: -1.436 -1.691 0.266  -0.40
H: -1.174 -2.292 -0.516  0.33
H: -3.061 2.081 0.985  0.20
H: -3.262 1.318 -0.640  0.18
H: -1.593 2.008 -0.225  0.24

The energy of each structure relative to the most stable one, in eV, is as follows: <A> 0.000; <B> 2.647; <C> 1.650.